DFT (wB97M-V/def2-TZVPD) results for 2 unconnected molecules or ions with the total composition C7H14N at a distorted geometry.

Structure (XYZ):
```
22
C7H14N, DFT wB97M-V/def2-TZVPD
H -1.67247 -0.01810 -1.27776
C -2.75379 -0.74606 0.23075
H 1.34064 -1.67784 1.69864
H -1.32928 2.83953 -0.49954
C 0.99409 -0.35953 -1.65176
H 2.66526 -1.74965 0.28072
H -0.04701 2.20029 0.29811
H 1.53735 0.67845 1.72004
N -1.01727 2.07145 0.13672
C 1.79996 -1.23873 0.80965
H 0.45771 0.44219 -2.23419
H 0.61238 -1.35659 -1.89638
H -3.70638 -0.59461 -0.25834
C 0.91444 -0.43049 -0.15681
C -1.54212 -0.30959 -0.27455
H -0.34543 -0.59912 1.44105
C -0.32272 -0.44702 0.38998
H 2.01960 -0.47923 -1.97172
C 1.97584 0.23515 0.80482
H -2.80034 -1.41649 0.97745
H 2.75357 0.82068 0.34969
H -1.53403 2.13532 1.08343
```

Computed properties:
Total charge: +1
F_max: 3.90 eV/Å
ΔE to the lowest compared entry with this formula, charge and spin: 3.298 eV
E_tot: -8965.77943 eV
HOMO: -13.26 eV
Orbital gap: 7.65 eV

natural (NBO) charges, unit e, in atom order:
1. H 0.245
2. C -0.152
3. H 0.250
4. H 0.398
5. C -0.635
6. H 0.272
7. H 0.365
8. H 0.226
9. N -1.076
10. C -0.346
11. H 0.258
12. H 0.235
13. H 0.220
14. C -0.142
15. C -0.279
16. H 0.208
17. C 0.201
18. H 0.244
19. C -0.333
20. H 0.188
21. H 0.269
22. H 0.384

DFT (wB97M-V/def2-TZVPD) results for 2 unconnected molecules or ions with the total composition C7H14N at a distorted geometry.

Structure (XYZ):
```
22
C7H14N, DFT wB97M-V/def2-TZVPD
H 2.13965 0.83684 -1.89837
H 0.70885 -1.25102 3.54545
H 1.19112 -1.05230 -0.30825
C 0.20037 1.75137 -0.68491
N 1.11559 -0.33187 3.07187
H -0.23466 0.46822 2.02446
H 1.81620 -0.65313 2.45993
C -1.11343 0.36946 1.19884
H -0.13673 -2.47037 -1.03705
C -0.53205 -1.47320 -1.40818
H 0.78710 2.35223 0.04343
H -1.64734 -0.56675 1.24078
C -1.42950 -1.25064 -2.24767
C -0.29168 0.55862 0.01321
H -1.92331 -0.29530 -2.36873
H 0.59593 0.92446 -2.63058
H -1.91260 -2.11179 -2.69938
C 1.00268 0.82993 -1.66386
C 0.44768 -0.41988 -0.78708
H 1.61118 0.18499 3.77153
H -1.79858 1.17796 1.42197
H -0.59645 2.42215 -1.05739
```

Computed properties:
Total charge: +1
F_max: 7.44 eV/Å
ΔE to the lowest compared entry with this formula, charge and spin: 3.318 eV
E_tot: -8965.75954 eV
HOMO: -14.14 eV
Orbital gap: 8.86 eV

natural (NBO) charges, unit e, in atom order:
1. H 0.257
2. H 0.394
3. H 0.286
4. C -0.551
5. N -1.064
6. H 0.389
7. H 0.365
8. C -0.782
9. H 0.228
10. C -0.164
11. H 0.297
12. H 0.271
13. C -0.355
14. C 0.595
15. H 0.208
16. H 0.232
17. H 0.238
18. C -0.383
19. C -0.402
20. H 0.388
21. H 0.265
22. H 0.288

DFT (wB97M-V/def2-TZVPD) results for a gas-phase ion, C7H14N (charge +1) at a distorted geometry.

Structure (XYZ):
```
22
C7H14N, DFT wB97M-V/def2-TZVPD
H 3.35026 1.81681 -1.85944
C -0.42810 -1.22134 -0.32142
C 0.26175 -0.50973 0.73281
C 1.51936 0.08168 0.76449
H 0.24169 0.12477 2.88450
C 2.40434 1.29805 -1.23337
H -1.28028 1.54222 -0.53339
C -0.32216 -0.49148 2.12798
H -1.68147 0.86386 -2.11080
C 2.58663 0.39281 -0.22500
H -0.28906 -1.57723 2.48920
C -1.90459 -0.53354 -0.57699
H 3.47991 -0.24171 -0.12643
H -2.95731 1.14841 -1.11071
H -0.48115 -2.37515 -0.19213
H 0.39705 -1.25627 -1.09275
H -1.25574 -0.15861 2.10581
H -2.51987 -0.90316 0.36408
H 1.40396 1.82829 -1.43993
N -1.95954 0.83724 -1.12731
H -2.52098 -1.09548 -1.26423
H 1.95533 0.42957 1.74503
```

Computed properties:
Total charge: +1
SMILES: C=C/C=C(/C)CC[NH3+]
F_max: 5.52 eV/Å
ΔE to the lowest compared entry with this formula, charge and spin: 3.485 eV
E_tot: -8965.59246 eV
HOMO: -12.32 eV
Orbital gap: 8.42 eV

natural (NBO) charges, unit e, in atom order:
1. H 0.240
2. C -0.484
3. C -0.064
4. C -0.164
5. H 0.235
6. C -0.386
7. H 0.477
8. C -0.624
9. H 0.452
10. C -0.252
11. H 0.222
12. C -0.276
13. H 0.240
14. H 0.458
15. H 0.272
16. H 0.263
17. H 0.187
18. H 0.275
19. H 0.172
20. N -0.699
21. H 0.232
22. H 0.224

DFT (wB97M-V/def2-TZVPD) results for 2 unconnected molecules or ions with the total composition C7H14N2 at a distorted geometry.

Structure (XYZ):
```
23
C7H14N2, DFT wB97M-V/def2-TZVPD
C -0.65346 1.09070 1.62175
C 0.93304 -1.80785 -1.80949
H -0.63642 2.80954 2.98598
H -0.29549 -3.45047 -1.94823
H -2.63597 0.98605 0.86575
C 0.10869 -0.74330 -2.01682
H 0.18638 1.19394 -1.21075
H -2.62294 1.65464 2.51468
H 1.04903 -3.54954 -3.13878
H -0.08769 0.27714 2.10811
N 0.69989 0.39843 -1.54034
H -0.49178 1.01988 0.55267
C -2.17138 0.88533 1.84072
C 0.76353 -3.21848 -2.14089
H 0.97407 2.22626 2.54289
C -0.04466 2.39353 2.16336
N 2.10047 -1.29860 -1.21475
H -0.04600 3.14138 1.39161
H -2.38200 -0.01231 2.37240
C 1.93397 -0.01140 -1.06250
H -0.77497 -0.71742 -2.64183
H 2.85837 0.51393 -0.89140
H 1.23531 -3.78140 -1.34413
```

Computed properties:
SMILES: Cc1c[nH]cn1.CCC
F_max: 2.65 eV/Å
ΔE to the lowest compared entry with this formula, charge and spin: 0.954 eV
E_tot: -10465.41297 eV
HOMO: -8.61 eV
Orbital gap: 9.44 eV

natural (NBO) charges, unit e, in atom order:
1. C -0.395
2. C 0.082
3. H 0.205
4. H 0.217
5. H 0.205
6. C -0.104
7. H 0.414
8. H 0.200
9. H 0.225
10. H 0.204
11. N -0.542
12. H 0.177
13. C -0.612
14. C -0.644
15. H 0.211
16. C -0.608
17. N -0.448
18. H 0.198
19. H 0.215
20. C 0.144
21. H 0.211
22. H 0.212
23. H 0.234

DFT (wB97M-V/def2-TZVPD) results for a single C7H14N2 molecule at a distorted geometry.

Structure (XYZ):
```
23
C7H14N2, DFT wB97M-V/def2-TZVPD
C -0.16243 1.91842 0.04885
H 0.84436 3.48778 -0.47366
C -0.84138 -1.32756 -0.62190
H 2.82356 1.01855 1.59019
H 0.44921 -2.98198 -1.05280
H -1.02590 -2.93441 -2.03512
H 0.31669 -1.83242 -2.38682
H -1.56088 0.68715 0.80082
N -1.22130 1.03709 -0.08729
N -0.03581 2.99641 -0.65012
H 1.96730 0.08398 0.35794
H 0.95315 2.63855 1.74411
H 2.54324 1.71713 -0.00871
H -0.40289 0.34115 -1.86237
H -0.84949 -2.49729 1.17351
H -2.32759 -2.63242 0.19636
C -0.81744 -0.00489 -0.91526
C -1.55507 -1.94053 0.54868
C 0.78684 1.66907 1.26625
C -0.24338 -2.31827 -1.58145
C 2.10132 1.08890 0.77171
H -2.06414 -1.21092 1.18305
H 0.32202 0.99652 1.99404
```

Computed properties:
SMILES: [H]/N=C(\CC)NC=C(C)C
F_max: 4.30 eV/Å
ΔE to the lowest compared entry with this formula, charge and spin: 1.163 eV
E_tot: -10465.20440 eV
HOMO: -8.06 eV
Orbital gap: 8.88 eV

natural (NBO) charges, unit e, in atom order:
1. C 0.472
2. H 0.335
3. C -0.068
4. H 0.210
5. H 0.208
6. H 0.207
7. H 0.215
8. H 0.374
9. N -0.642
10. N -0.634
11. H 0.215
12. H 0.215
13. H 0.207
14. H 0.208
15. H 0.215
16. H 0.221
17. C -0.013
18. C -0.640
19. C -0.482
20. C -0.621
21. C -0.603
22. H 0.198
23. H 0.202

DFT (wB97M-V/def2-TZVPD) results for a single C7H14N2 molecule at a distorted geometry.

Structure (XYZ):
```
23
C7H14N2, DFT wB97M-V/def2-TZVPD
H -2.15535 -0.47979 0.98269
H 2.36719 -0.28690 1.91791
H -1.65869 -1.52896 -1.79034
H 0.82580 -1.33330 -0.11124
H 0.06045 0.62691 2.20667
C -0.03605 1.59622 0.25277
H -0.32375 2.44036 -2.23098
N -0.21549 1.43069 -2.25767
H 2.35366 1.48236 1.71120
H -0.04835 -2.29297 -1.86313
H -1.31558 -1.50492 2.15902
C -0.10553 0.91964 -1.10238
H 0.60165 2.48051 0.22935
C -0.58976 -1.34664 -1.91820
C -1.39266 -1.25757 1.10073
C 0.47975 0.50422 1.20503
N -0.06414 -0.45339 -0.90645
H 2.45378 0.41748 0.30964
H -1.73773 -2.15461 0.58810
C 2.00577 0.53332 1.29886
H -1.04538 1.91672 0.52532
H -0.41574 -0.90756 -2.89747
C -0.04384 -0.80180 0.59057
```

Computed properties:
SMILES: [H]/N=C1\C[C@H](C)[C@@H](C)N1C
F_max: 4.64 eV/Å
ΔE to the lowest compared entry with this formula, charge and spin: 2.114 eV
E_tot: -10464.25244 eV
HOMO: -8.02 eV
Orbital gap: 9.03 eV

natural (NBO) charges, unit e, in atom order:
1. H 0.210
2. H 0.215
3. H 0.186
4. H 0.326
5. H 0.213
6. C -0.483
7. H 0.342
8. N -0.740
9. H 0.207
10. H 0.193
11. H 0.222
12. C 0.464
13. H 0.227
14. C -0.415
15. C -0.640
16. C -0.243
17. N -0.491
18. H 0.208
19. H 0.221
20. C -0.599
21. H 0.227
22. H 0.248
23. C -0.100